Formula: C36H24F4O10V
Source: the OMol25 dataset
Level of theory: the ωB97M-V functional and the def2-TZVPD basis

CARTESIAN COORDINATES (ANGSTROEM)
V -0.661 -0.622 -0.428
F 3.353 -4.072 -6.642
F 5.334 3.315 4.040
F 6.143 -0.899 0.764
F -1.422 0.835 1.310
O -4.003 -1.634 -1.846
O 0.385 1.139 -0.991
O 0.065 5.675 -2.064
O -2.311 -1.948 0.658
O -7.145 -4.053 0.367
O -5.411 -4.791 2.300
O -2.821 5.158 -2.954
O 0.582 -1.115 0.514
O -0.475 -1.369 -1.871
O -2.283 0.766 -1.789
C -3.683 -3.481 1.377
C -1.970 4.280 -2.502
C -3.409 4.203 2.496
C 1.859 -4.141 -4.873
C -0.106 -2.675 -4.900
C -2.057 1.934 1.752
C -5.510 -2.881 -0.882
C -5.973 -3.794 0.149
C -3.395 -2.597 0.426
C 0.670 -3.647 -4.292
C 0.249 3.521 -1.533
C 2.820 0.990 2.838
C -1.774 1.907 -1.899
C 0.215 -2.260 -6.174
C 1.357 -2.795 -6.816
C -3.247 1.836 2.386
C 4.267 2.905 3.304
C -3.874 2.964 2.852
C 2.091 1.767 2.016
C -0.237 2.129 -1.455
C -2.256 4.325 1.763
C -4.312 -2.286 -0.746
C 3.949 1.563 3.489
C 5.249 -1.484 1.606
C 3.143 -2.468 2.073
C 2.162 -3.763 -6.131
C 3.513 3.719 2.514
C -2.504 3.048 -2.469
C -4.998 -4.134 1.370
C 5.595 -1.604 2.989
C 4.694 -2.176 3.890
C -1.577 3.203 1.489
C -0.549 4.513 -1.958
C 4.015 -1.878 1.142
C 2.431 3.119 1.935
C 3.413 -2.538 3.437
H 4.622 1.006 4.124
H 2.502 -4.809 -4.319
H -4.752 2.886 3.476
H 1.269 3.687 -1.218
H -0.393 -1.511 -6.658
H 2.469 -0.009 3.051
H 2.662 -2.909 4.118
H 0.207 -4.058 -3.408
H -6.175 -2.740 -1.721
H -3.014 -3.583 2.219
H 1.884 3.764 1.264
H 2.154 -2.758 1.748
H -0.983 -2.361 -4.353
H 4.842 -2.325 4.950
H -3.643 0.884 2.709
H -0.652 3.269 0.935
H 3.547 4.797 2.448
H -1.802 5.276 1.526
H 1.246 1.437 1.429
H -3.510 2.857 -2.810
H 3.745 -1.756 0.104
H 1.522 -2.506 -7.844
H -3.915 5.093 2.841
H 6.574 -1.340 3.363

Summary:
Spin multiplicity: 1
Net charge: -3
Kohn-Sham gap: 4.344 eV
Energy above the lowest of the compared OMol25 structures with the same formula, charge and spin: 0.000 eV
Highest occupied orbital energy: 0.032 hartree

Atom charges from the Mulliken analysis, given in e for atoms 1 to 5:
1 V 1.086
2 F -0.327
3 F -0.354
4 F -0.338
5 F 0.256